No. 1
Molecular formula: C57H45IN9O8OsP
Method: DFT, ωB97M-V/def2-TZVPD

Structure (ORCA input):
```
! wB97M-V def2-TZVPD RIJCOSX def2/J DEFGRID3
* xyz 2 1
Os 0.09380 -0.28070 0.52671
C -0.85591 -4.36376 -2.90091
N -0.73003 -3.63834 -1.63888
C -0.30845 -2.35524 -1.50779
N -0.37352 -2.02528 -0.22669
C -0.89008 -3.06775 0.48417
C -1.10802 -4.10637 -0.39373
C -1.68966 -5.43830 -0.16507
C -2.91516 -5.54473 0.49002
C -3.46171 -6.79329 0.74279
C -2.79118 -7.94109 0.34293
C -1.57114 -7.84114 -0.31155
C -1.01957 -6.59426 -0.56279
C -1.21669 -2.77308 1.88375
C -1.52180 -1.43249 2.17999
C -1.84138 -1.04646 3.47004
C -1.85497 -1.99594 4.48196
C -1.53659 -3.31715 4.20052
C -1.21332 -3.70978 2.90748
P 0.09234 -1.09467 -2.76830
C 1.59011 -0.44254 -1.99185
N 1.69577 -0.02673 -0.73318
C 3.01251 0.36641 -0.53976
C 3.69968 0.10806 -1.71012
N 2.79251 -0.39394 -2.60162
C 3.10442 -0.81258 -3.96633
C 5.13899 0.16842 -2.03124
C 6.02817 -0.63098 -1.31791
C 7.38739 -0.57195 -1.58684
C 7.86442 0.28559 -2.56815
C 6.98195 1.08448 -3.28296
C 5.62264 1.02823 -3.01611
C 3.52054 1.18628 0.58844
C 2.92771 1.21753 1.84951
C 3.38079 2.07911 2.83938
C 4.44946 2.92975 2.59916
C 5.05353 2.90898 1.35149
C 4.59108 2.05732 0.35972
C -1.11752 0.11437 -2.13257
N -1.28219 0.42968 -0.84352
C -2.56441 0.91076 -0.71340
C -3.17082 0.90407 -1.94506
N -2.24923 0.40120 -2.82175
C -2.43758 0.26497 -4.26539
C -4.52852 1.32981 -2.32388
C -5.43084 0.41646 -2.86637
C -6.72306 0.81386 -3.17258
C -7.12074 2.12289 -2.93531
C -6.22580 3.03578 -2.39520
C -4.93280 2.64123 -2.08791
C -3.17280 1.33860 0.56044
C -2.60969 2.38493 1.27629
C -3.15061 2.76050 2.49875
C -4.28612 2.12868 2.98582
C -4.86867 1.11118 2.24429
C -4.31666 0.70462 1.03955
H -1.04782 -3.65356 -3.70104
H 0.05460 -4.91712 -3.12280
H -1.68741 -5.05885 -2.82820
H -3.43929 -4.64767 0.79734
H -4.41533 -6.87053 1.24782
H -3.21929 -8.91443 0.54195
H -1.04597 -8.73490 -0.62075
H -0.05811 -6.52180 -1.05799
H -1.64072 -0.67683 1.36512
H -2.09816 -0.01411 3.67313
H -2.10904 -1.70678 5.49314
H -1.54471 -4.05183 4.99513
H -0.97865 -4.74507 2.69296
H 3.54874 0.01075 -4.51681
H 3.80384 -1.64578 -3.94438
H 2.18825 -1.11619 -4.46270
H 5.64997 -1.29246 -0.54767
H 8.07557 -1.19472 -1.03093
H 8.92535 0.33548 -2.77381
H 7.35389 1.75921 -4.04243
H 4.94017 1.67857 -3.55182
H 2.11828 0.54464 2.08576
H 2.90082 2.06956 3.81183
H 4.80607 3.59855 3.37140
H 5.88511 3.56774 1.13764
H 5.06019 2.10353 -0.61110
H -3.14573 1.02036 -4.59400
H -1.48806 0.42246 -4.76814
H -2.82859 -0.72003 -4.51549
H -5.12537 -0.60959 -3.03801
H -7.42171 0.10209 -3.59153
H -8.13058 2.43085 -3.17148
H -6.53430 4.05734 -2.21767
H -4.23089 3.35065 -1.66665
H -1.78428 2.94085 0.85373
H -2.97302 3.94540 4.00453
H -4.72367 2.43879 3.92824
H -5.76179 0.62762 2.61790
H -4.76910 -0.09872 0.47248
O -2.51313 3.76449 3.17642
C 0.12174 2.73758 2.52650
O -0.08234 1.66013 2.81299
C 0.44231 3.86325 1.85041
C 0.34625 5.19695 2.30569
C 0.67492 6.17098 1.43037
C 1.10818 5.88541 0.11216
C 1.17460 4.61188 -0.34489
C 0.81263 3.46147 0.47132
O 0.80930 2.29013 0.11058
N 1.63263 4.41267 -1.73453
O 1.46110 3.32161 -2.23925
O 2.15451 5.35919 -2.28115
N 0.57283 7.57655 1.85368
O 0.91861 8.41620 1.05424
O 0.14742 7.78386 2.96954
H 0.02305 5.43571 3.30865
H 1.38963 6.70244 -0.53865
N 2.75136 -3.26854 2.10604
C 2.28201 -2.06909 2.48110
O 1.42159 -1.50932 1.80457
C 2.92083 -1.50943 3.72915
I 1.56263 -0.54045 5.02847
H 2.36209 -3.70536 1.28599
H 3.39214 -3.79143 2.67703
H 3.66755 -0.77159 3.44063
H 3.39573 -2.29394 4.30979
*
```

Computed properties:
Total energy in eV: -109470.66924

Löwdin atomic charge list, values in e, 99 entries: atom 1 (Os): 1.21, atom 2 (C): 0.01, atom 3 (N): -0.03, atom 4 (C): -0.38, atom 5 (N): -0.08, atom 6 (C): -0.14, atom 7 (C): -0.09, atom 8 (C): -0.19, atom 9 (C): -0.03, atom 10 (C): -0.06, atom 11 (C): -0.06, atom 12 (C): -0.06, atom 13 (C): -0.04, atom 14 (C): -0.16, atom 15 (C): -0.10, atom 16 (C): -0.09, atom 17 (C): -0.09, atom 18 (C): -0.05, atom 19 (C): -0.01, atom 20 (P): 1.20, atom 21 (C): -0.42, atom 22 (N): -0.03, atom 23 (C): -0.11, atom 24 (C): -0.11, atom 25 (N): -0.04, atom 26 (C): 0.01, atom 27 (C): -0.21, atom 28 (C): -0.02, atom 29 (C): -0.06, atom 30 (C): -0.06, atom 31 (C): -0.05, atom 32 (C): -0.04, atom 33 (C): -0.13, atom 34 (C): -0.10, atom 35 (C): -0.09, atom 36 (C): -0.06, atom 37 (C): -0.05, atom 38 (C): 0.00, atom 39 (C): -0.40, atom 40 (N): -0.03, atom 41 (C): -0.15, atom 42 (C): -0.11, atom 43 (N): -0.04, atom 44 (C): 0.00, atom 45 (C): -0.19, atom 46 (C): -0.04, atom 47 (C): -0.06, atom 48 (C): -0.06, atom 49 (C): -0.05, atom 50 (C): -0.02, atom 51 (C): -0.18, atom 52 (C): 0.03, atom 53 (C): -0.30, atom 54 (C): -0.01, atom 55 (C): -0.05, atom 56 (C): -0.02, atom 57 (H): 0.08, atom 58 (H): 0.10, atom 59 (H): 0.10, atom 60 (H): 0.12, atom 61 (H): 0.11, atom 62 (H): 0.11, atom 63 (H): 0.11, atom 64 (H): 0.12, atom 65 (H): 0.06, atom 66 (H): 0.10, atom 67 (H): 0.11, atom 68 (H): 0.12, atom 69 (H): 0.12, atom 70 (H): 0.10, atom 71 (H): 0.11, atom 72 (H): 0.06, atom 73 (H): 0.12, atom 74 (H): 0.11, atom 75 (H): 0.11, atom 76 (H): 0.11, atom 77 (H): 0.12, atom 78 (H): 0.04, atom 79 (H): 0.07, atom 80 (H): 0.11, atom 81 (H): 0.12, atom 82 (H): 0.11, atom 83 (H): 0.11, atom 84 (H): 0.09, atom 85 (H): 0.10, atom 86 (H): 0.12, atom 87 (H): 0.11, atom 88 (H): 0.11, atom 89 (H): 0.11, atom 90 (H): 0.12, atom 91 (H): 0.12, atom 92 (H): 0.12, atom 93 (H): 0.13, atom 94 (H): 0.12, atom 95 (H): 0.13, atom 96 (O): 0.06, atom 97 (C): -0.07, atom 98 (O): 0.21, atom 99 (C): -0.09

=====

No. 2
Molecular formula: C3H7NO2
Method: DFT, ωB97M-V/def2-TZVPD

Structure (ORCA input):
```
! wB97M-V def2-TZVPD RIJCOSX def2/J DEFGRID3
* xyz 0 1
C -1.84072 0.84130 0.16759
C -0.60892 0.35428 0.33806
N 0.02038 -0.49749 -0.55367
C 1.41999 -0.32047 -0.91725
O 0.08546 0.68655 1.49470
O 0.24816 -0.57161 2.22482
H -2.43826 0.60300 -0.70302
H -2.28029 1.48948 0.91856
H -0.55835 -0.64985 -1.37849
H 2.07121 -0.33917 -0.03820
H 1.72779 -1.13301 -1.58215
H 1.56198 0.62819 -1.44479
H 0.59162 -1.09123 1.47380
*
```

Computed properties:
Total energy in eV: -8805.78875

Here is what natural (NBO) gives for the atomic charges, in e: atom 1 (C): -0.51, atom 2 (C): 0.42, atom 3 (N): -0.66, atom 4 (C): -0.42, atom 5 (O): -0.28, atom 6 (O): -0.43, atom 7 (H): 0.20, atom 8 (H): 0.22, atom 9 (H): 0.39, atom 10 (H): 0.21, atom 11 (H): 0.21, atom 12 (H): 0.18, atom 13 (H): 0.46

=====

No. 3
Molecular formula: C16H20N2O3STi
Method: DFT, ωB97M-V/def2-TZVPD

Structure (ORCA input):
```
! wB97M-V def2-TZVPD RIJCOSX def2/J DEFGRID3
* xyz 1 2
Ti -0.34987 -0.39348 0.21489
C -2.15438 -2.48546 -2.82886
C -1.94801 -1.34775 -1.89333
O -1.27200 -1.65132 -0.72901
C -2.34249 -0.08820 -2.09374
C -2.00298 0.82550 -0.97111
C -3.02396 1.08975 0.10369
N -0.83542 1.39242 -0.82468
N 0.01727 1.50436 -1.91515
C 1.10563 0.83130 -1.75926
O 1.23598 -0.00923 -0.72882
C 2.19774 0.91408 -2.74096
C 2.12222 1.81830 -3.79964
C 3.15405 1.88438 -4.71810
C 4.26086 1.05413 -4.58485
C 4.33764 0.15531 -3.53126
C 3.30637 0.08367 -2.60757
H -1.19549 -2.91439 -3.12229
H -2.68398 -2.15299 -3.71792
H -2.72962 -3.27396 -2.34099
H -2.87013 0.23711 -2.97714
H -3.76027 0.29119 0.15684
H -3.54633 2.01769 -0.14684
H -2.55829 1.26084 1.07720
H 1.25462 2.45744 -3.88802
H 3.09896 2.58495 -5.54051
H 5.06659 1.10933 -5.30513
H 5.20043 -0.48925 -3.42950
H 3.35218 -0.61182 -1.78144
O -0.34351 -0.39198 2.19624
S -0.80820 -1.31982 3.35977
C 0.59273 -1.31631 4.49157
C 0.43899 -0.07841 5.36688
C -1.04545 -0.02165 5.71458
C -1.80155 -0.20610 4.39849
H 1.49234 -1.36475 3.87991
H 0.49923 -2.24266 5.06336
H 0.74132 0.81092 4.81153
H 1.06998 -0.15237 6.25081
H -1.32992 0.92076 6.17954
H -1.30166 -0.82341 6.40908
H -1.83826 0.71060 3.80812
H -2.80334 -0.61874 4.49363
*
```

Computed properties:
Expectation value of S²: 0.755
Total energy in eV: -59984.65092

Here is what natural (NBO) gives for the atomic charges, in e: atom 1 (Ti): 1.70, atom 2 (C): -0.66, atom 3 (C): 0.37, atom 4 (O): -0.75, atom 5 (C): -0.39, atom 6 (C): 0.26, atom 7 (C): -0.67, atom 8 (N): -0.33, atom 9 (N): -0.35, atom 10 (C): 0.54, atom 11 (O): -0.76, atom 12 (C): -0.08, atom 13 (C): -0.17, atom 14 (C): -0.21, atom 15 (C): -0.18, atom 16 (C): -0.22, atom 17 (C): -0.18, atom 18 (H): 0.24, atom 19 (H): 0.23, atom 20 (H): 0.24, atom 21 (H): 0.26, atom 22 (H): 0.24, atom 23 (H): 0.27, atom 24 (H): 0.22, atom 25 (H): 0.23, atom 26 (H): 0.22, atom 27 (H): 0.22, atom 28 (H): 0.22, atom 29 (H): 0.22, atom 30 (O): -0.99, atom 31 (S): 1.23, atom 32 (C): -0.58, atom 33 (C): -0.42, atom 34 (C): -0.41, atom 35 (C): -0.58, atom 36 (H): 0.27, atom 37 (H): 0.25, atom 38 (H): 0.23, atom 39 (H): 0.25, atom 40 (H): 0.25, atom 41 (H): 0.22, atom 42 (H): 0.26, atom 43 (H): 0.26

=====

No. 4
Molecular formula: C11H15NO2S
Method: DFT, ωB97M-V/def2-TZVPD

Structure (ORCA input):
```
! wB97M-V def2-TZVPD RIJCOSX def2/J DEFGRID3
* xyz 0 1
C 0.76713 2.55742 1.35241
O 2.04844 1.98339 1.26990
C 2.36239 1.07700 2.29333
C 1.71006 -0.30824 2.10752
N 2.15226 -0.93429 0.88619
C 1.56749 -0.80885 -0.32269
S 2.44776 -1.08925 -1.68648
C 0.13408 -0.52415 -0.41862
C -0.32421 0.42225 -1.33641
C -1.66862 0.68073 -1.46337
C -2.60293 -0.01973 -0.69465
O -3.90504 0.31036 -0.89864
C -4.89982 -0.38455 -0.18632
C -2.15473 -0.98589 0.20087
C -0.79912 -1.22737 0.33781
H 0.61282 3.03440 2.32817
H 0.72433 3.31154 0.56962
H -0.03017 1.82575 1.18123
H 2.07154 1.47955 3.27527
H 3.45100 0.97286 2.26099
H 0.62542 -0.20233 2.08224
H 1.98630 -0.94470 2.95309
H 3.14884 -1.11167 0.83233
H 0.39533 0.95449 -1.93912
H -2.03129 1.41801 -2.16154
H -5.84768 0.03418 -0.52041
H -4.87971 -1.45598 -0.40961
H -4.80050 -0.23543 0.89392
H -2.84880 -1.56257 0.79197
H -0.46741 -2.00158 1.01522
*
```

Computed properties:
Total energy in eV: -28069.87674

Here is what natural (NBO) gives for the atomic charges, in e: atom 1 (C): -0.25, atom 2 (O): -0.53, atom 3 (C): -0.07, atom 4 (C): -0.26, atom 5 (N): -0.57, atom 6 (C): 0.14, atom 7 (S): -0.16, atom 8 (C): -0.19, atom 9 (C): -0.13, atom 10 (C): -0.29, atom 11 (C): 0.40, atom 12 (O): -0.51, atom 13 (C): -0.25, atom 14 (C): -0.34, atom 15 (C): -0.16, atom 16 (H): 0.16, atom 17 (H): 0.20, atom 18 (H): 0.17, atom 19 (H): 0.17, atom 20 (H): 0.19, atom 21 (H): 0.22, atom 22 (H): 0.21, atom 23 (H): 0.41, atom 24 (H): 0.24, atom 25 (H): 0.23, atom 26 (H): 0.20, atom 27 (H): 0.18, atom 28 (H): 0.18, atom 29 (H): 0.22, atom 30 (H): 0.22

=====

No. 5
Molecular formula: C3H4N2O2S2
Method: DFT, ωB97M-V/def2-TZVPD

Structure (ORCA input):
```
! wB97M-V def2-TZVPD RIJCOSX def2/J DEFGRID3
* xyz 0 1
C -0.78181 -0.09083 0.69916
C -1.29457 -0.73532 -1.46269
C -0.01891 0.68424 -0.25968
N -1.57866 -0.96670 -0.15708
N -0.17601 0.17022 -1.50520
O -0.76631 -0.22580 1.86559
O -1.85173 -1.08909 -2.45303
S 1.43820 1.41649 0.35662
S 3.28933 0.52868 1.29952
H -2.41755 -1.51538 0.11539
H 0.31390 0.49392 -2.32038
H 1.11619 1.28790 1.56189
H 2.72791 0.04166 2.25991
*
```

Computed properties:
Total energy in eV: -31919.67469

Here is what natural (NBO) gives for the atomic charges, in e: atom 1 (C): 0.63, atom 2 (C): 0.78, atom 3 (C): -0.24, atom 4 (N): -0.67, atom 5 (N): -0.63, atom 6 (O): -0.55, atom 7 (O): -0.58, atom 8 (S): 0.46, atom 9 (S): -0.32, atom 10 (H): 0.44, atom 11 (H): 0.43, atom 12 (H): 0.15, atom 13 (H): 0.09

=====

How do the records compare in relative energy (zero: lowest compared OMol25 entry of this formula, charge and spin)? In the order shown, they have 0.0 109.3 39.5 2.0 40.1 kcal/mol.